Here is a 2-piece molecular cluster, C2H6O overall from the Open Molecules 2025 dataset. Energies are from ωB97M-V/def2-TZVPD.

Results
- LUMO (eV) = 0.89
- calculated total energy (hartree) = -154.99790
- SMILES string = C=C.O
- total charge = 0

Each line ends with the natural charge from an NBO analysis.
Atoms and positions in Å:
C: 0.773 -0.570 -1.053  -0.39
C: 0.752 -1.082 0.193  -0.39
H: 1.500 -0.889 -1.808  0.20
H: 0.031 0.183 -1.345  0.19
H: 1.457 -1.885 0.436  0.19
H: 0.082 -0.735 0.988  0.20
O: -1.217 1.639 1.111  -0.94
H: -1.542 0.945 0.493  0.47
H: -1.835 2.394 0.984  0.47

---

Here is a single C2H6O molecule from the Open Molecules 2025 dataset. Energies are from ωB97M-V/def2-TZVPD.

Results
- LUMO (eV) = 1.06
- calculated total energy (hartree) = -155.01650
- SMILES string = CCO
- total charge = 0

Each line ends with the natural charge from an NBO analysis.
Atoms and positions in Å:
C: -0.405 -0.208 -0.434  -0.07
O: -1.406 0.586 0.318  -0.74
C: 0.940 0.119 0.178  -0.63
H: -0.673 -1.258 -0.462  0.17
H: -0.497 0.289 -1.395  0.18
H: -1.975 -0.005 0.809  0.46
H: 1.108 1.171 0.368  0.22
H: 1.130 -0.480 1.073  0.20
H: 1.778 -0.215 -0.457  0.21

---

Here is a 2-piece molecular cluster, C2H6O2 overall from the Open Molecules 2025 dataset. Energies are from ωB97M-V/def2-TZVPD.

Results
- LUMO (eV) = 0.84
- calculated total energy (hartree) = -230.27688
- SMILES string = O=CO.C
- total charge = 0

Each line ends with the natural charge from an NBO analysis.
Atoms and positions in Å:
C: 0.233 1.528 -6.561  -0.85
H: -0.557 2.224 -6.329  0.21
H: 0.300 0.848 -5.714  0.21
H: 0.039 0.911 -7.434  0.21
H: 1.148 2.065 -6.759  0.21
O: -0.597 -0.377 3.766  -0.57
C: -0.524 -0.587 2.592  0.64
O: 0.614 -0.937 1.957  -0.68
H: -1.373 -0.527 1.917  0.12
H: 1.203 -1.296 2.642  0.49

---

Here is a 2-piece molecular cluster, C2H6O2 overall from the Open Molecules 2025 dataset. Energies are from ωB97M-V/def2-TZVPD.

Results
- LUMO (eV) = 0.81
- calculated total energy (hartree) = -230.25768
- SMILES string = CC=O.O
- total charge = 0

Each line ends with the natural charge from an NBO analysis.
Atoms and positions in Å:
O: 0.029 -0.584 -0.062  -0.54
C: -0.248 0.593 -0.125  0.45
C: 0.815 1.611 -0.315  -0.74
H: -1.289 0.941 -0.080  0.12
H: 1.036 2.230 0.570  0.25
H: 0.565 2.401 -1.026  0.24
H: 1.803 1.230 -0.498  0.24
H: -0.710 -2.388 -0.107  0.48
H: -1.263 -2.841 1.188  0.46
O: -0.738 -3.192 0.455  -0.95

---

Here is a single C2H6O2 molecule from the Open Molecules 2025 dataset. Energies are from ωB97M-V/def2-TZVPD.

Results
- LUMO (eV) = 0.93
- calculated total energy (hartree) = -230.23754
- SMILES string = OCCO
- total charge = 0

Each line ends with the natural charge from an NBO analysis.
Atoms and positions in Å:
O: -1.105 1.164 -0.195  -0.73
C: -0.805 -0.233 -0.023  -0.09
C: 0.738 -0.612 0.243  -0.10
O: 1.394 0.539 -0.217  -0.71
H: -0.973 1.460 -1.110  0.48
H: -1.412 -0.466 0.850  0.18
H: -1.127 -0.762 -0.922  0.17
H: 1.046 -0.833 1.294  0.16
H: 1.194 -1.466 -0.307  0.18
H: 1.050 1.209 0.388  0.47

---

Here is a single C2H6O2 molecule from the Open Molecules 2025 dataset. Energies are from ωB97M-V/def2-TZVPD.

Results
- LUMO (eV) = 0.93
- calculated total energy (hartree) = -230.23768
- SMILES string = OCCO
- total charge = 0

Each line ends with the natural charge from an NBO analysis.
Atoms and positions in Å:
O: -1.104 1.164 -0.199  -0.73
C: -0.805 -0.233 -0.024  -0.09
C: 0.738 -0.611 0.245  -0.10
O: 1.394 0.540 -0.214  -0.71
H: -0.969 1.458 -1.113  0.48
H: -1.414 -0.466 0.849  0.18
H: -1.125 -0.764 -0.923  0.17
H: 1.045 -0.833 1.296  0.16
H: 1.192 -1.466 -0.306  0.18
H: 1.048 1.210 0.389  0.47